Entry 1:
Entry from OMol25: a 2-piece molecular cluster, C26H35F2OSi overall at a distorted geometry (the ωB97M-V functional and the def2-TZVPD basis).

The geometry in ORCA input format:
```
! wB97M-V def2-TZVPD RIJCOSX def2/J DEFGRID3
* xyz 1 1
C 2.6022 -0.3551 1.0039
Si 2.0197 0.7010 2.4155
C 2.3525 -0.0567 4.0915
C 2.5416 2.4789 2.4041
O 0.3694 0.8574 2.0852
C -0.6907 0.2188 2.6230
C -0.9018 -1.1102 2.3869
C -2.1758 -1.7379 2.8481
C -3.4050 -1.4610 1.9472
C -4.0295 -0.0651 2.0344
C -3.2685 1.0847 1.3408
C -2.4357 1.9570 2.2912
C -1.6429 1.1559 3.3259
H 3.6064 -0.7557 1.1878
H 1.9295 -1.2023 0.8153
H 2.6292 0.2421 0.0832
H 3.4269 -0.2847 4.1585
H 2.1105 0.6628 4.8874
H 1.7962 -0.9819 4.2902
H 3.5933 2.5828 2.6956
H 2.4072 2.9160 1.4078
H 1.9307 3.0597 3.1073
H -0.3602 -1.6028 1.5660
H -2.0040 -2.8204 2.8677
H -2.3978 -1.4524 3.8925
H -3.1189 -1.6865 0.9081
H -4.1871 -2.1804 2.2387
H -5.0126 -0.1274 1.5437
H -4.2357 0.2004 3.0808
H -2.6283 0.6958 0.5356
H -4.0108 1.7414 0.8582
H -1.7558 2.5817 1.6903
H -3.1115 2.6437 2.8184
H -2.3062 0.5708 3.9687
H -1.0655 1.8542 3.9546
C -1.2066 -6.8371 6.7320
C -0.7137 -5.9464 5.6589
C -0.4067 -6.4476 4.3943
F -0.4959 -7.8061 4.2093
C -0.0133 -5.6564 3.3400
C 0.1013 -4.2450 3.5326
C 0.5782 -3.3812 2.5068
C 1.0758 -3.9090 1.2499
C 0.3116 -4.7580 0.3979
C 0.9138 -5.2818 -0.7334
F 0.2309 -6.1983 -1.4888
C 2.2185 -4.9806 -1.1252
C 2.7837 -5.5622 -2.3647
C 2.9668 -4.1608 -0.2759
C 2.4242 -3.6444 0.8852
C -0.1905 -3.7266 4.8337
C -0.5319 -4.5722 5.8700
H -1.2381 -6.2668 7.6592
H -2.2141 -7.2153 6.5333
H -0.5516 -7.6977 6.8744
H 0.2385 -6.1181 2.3864
H 1.0356 -2.4502 2.8599
H -0.7129 -5.0218 0.6608
H 3.7372 -5.0791 -2.5945
H 2.9768 -6.6329 -2.2350
H 2.1243 -5.4496 -3.2319
H 3.9990 -3.9316 -0.5376
H 3.0359 -3.0378 1.5598
H -0.1187 -2.6467 4.9974
H -0.7008 -4.1834 6.8770
*
```

Kohn-Sham gap ... 5.4 eV
Relative energy (zero: lowest compared OMol25 entry of this formula, charge and spin) ... 6.48 kcal per mole

=====

Entry 2:
Entry from OMol25: a 7-piece molecular cluster, C26H35F6N3O18PS overall at a distorted geometry (the ωB97M-V functional and the def2-TZVPD basis).

The geometry in ORCA input format:
```
! wB97M-V def2-TZVPD RIJCOSX def2/J DEFGRID3
* xyz 1 1
C 3.0284 0.6557 -1.2491
C 2.7574 1.6597 -2.5262
C 1.5117 2.7082 -2.3107
N 0.3095 1.9837 -1.7335
C -0.9253 2.1408 -2.6258
N -0.9123 2.1319 -4.1655
C -2.3604 2.3705 -4.6261
C -3.1916 2.5187 -3.2008
P -5.0572 2.8799 -3.0021
C -5.1166 4.6740 -2.2549
C -5.9278 1.6627 -1.8148
N -2.2770 2.3684 -1.9857
S -2.7719 2.4959 -0.3043
H 3.7447 1.1537 -0.4492
H 3.6079 -0.3109 -1.6344
H 2.0547 0.2788 -0.7196
H 2.5830 1.0060 -3.4982
H 3.7613 2.2707 -2.6830
H 1.8410 3.5386 -1.5194
H 1.3039 3.2836 -3.3104
H 0.0626 2.5329 -0.8676
H -0.0756 2.0107 -4.8034
H -2.7797 2.4681 -5.7314
H -6.0204 4.8366 -1.5263
H -5.0846 5.4041 -3.1707
H -4.1334 4.7906 -1.6097
H -6.4937 0.7676 -2.3607
H -5.2383 1.1654 -1.0108
H -6.7611 2.2636 -1.2134
H -2.7754 1.2182 0.3073
C 0.4682 -1.3025 -4.3148
C 0.6940 -2.5917 -5.0281
O 1.8157 -2.3272 -5.8397
C 2.5255 -1.3793 -5.1655
O 3.6864 -1.0931 -5.4068
O 1.7797 -0.7929 -4.1799
F -0.3523 -2.8883 -5.8312
H -0.1370 -0.5978 -4.8949
H 0.0002 -1.4446 -3.3370
H 0.9090 -3.4384 -4.3675
C -4.5476 1.4918 5.0505
C -5.3336 2.1927 3.9956
O -4.4440 2.2476 2.9036
C -3.6439 1.1534 3.0428
O -2.9359 0.7061 2.1560
O -3.7374 0.6129 4.2960
F -5.6245 3.4582 4.3719
H -3.9089 2.1713 5.6247
H -5.1849 0.9383 5.7453
H -6.2500 1.6720 3.6982
C 4.1396 -5.8698 -2.5562
C 3.4150 -6.9409 -3.2974
O 2.1184 -6.9041 -2.7458
C 1.9362 -5.6117 -2.3543
O 0.8508 -5.1246 -2.0853
O 3.1183 -4.9248 -2.3070
F 3.9530 -8.1541 -3.0399
H 4.5517 -6.2184 -1.6033
H 4.9467 -5.4282 -3.1469
H 3.3596 -6.7794 -4.3792
C 6.2995 2.3578 0.9366
C 6.5113 0.8825 0.9227
O 7.7574 0.7225 1.5619
C 7.8511 1.7734 2.4242
O 8.6504 1.8353 3.3435
O 6.9341 2.7474 2.1380
F 6.6204 0.4228 -0.3440
H 6.7801 2.8628 0.0920
H 5.2395 2.6257 0.9484
H 5.7456 0.3140 1.4612
C 2.3524 0.3246 4.0676
C 1.5664 1.0256 3.0128
O 2.4560 1.0804 1.9208
C 3.2561 -0.0137 2.0599
O 3.9641 -0.4611 1.1731
O 3.1626 -0.5542 3.3132
F 1.2755 2.2911 3.3890
H 2.9911 1.0041 4.6419
H 1.7151 -0.2289 4.7624
H 0.6500 0.5048 2.7154
C -4.6221 -3.6584 5.6265
C -4.5608 -2.6157 6.6898
O -4.7998 -1.4162 5.9891
C -5.5836 -1.7726 4.9331
O -6.2212 -0.9827 4.2566
O -5.5746 -3.1252 4.7286
F -3.3243 -2.5526 7.2327
H -3.6672 -3.7899 5.1066
H -4.9474 -4.6280 6.0130
H -5.3095 -2.7359 7.4800
*
```

Kohn-Sham gap ... 7.9 eV

=====

Entry 3:
Entry from OMol25: a 3-piece molecular cluster, C26H35IO7 overall at a distorted geometry (the ωB97M-V functional and the def2-TZVPD basis).

The geometry in ORCA input format:
```
! wB97M-V def2-TZVPD RIJCOSX def2/J DEFGRID3
* xyz 0 1
C 3.4456 -4.0032 -1.2699
O 3.2396 -5.4063 -1.3273
C 1.9177 -5.7808 -1.6820
C 1.1488 -6.2402 -0.4603
C -0.3257 -6.4808 -0.7767
C -1.0434 -5.2550 -1.2246
C -1.5453 -5.1435 -2.5406
C -2.2515 -4.0129 -2.9534
C -2.4489 -2.9599 -2.0452
C -1.9265 -3.0597 -0.7363
C -1.2398 -4.1993 -0.3390
C -2.1504 -1.9479 0.1942
O -2.3117 -2.1007 1.3663
C -2.2098 -0.6292 -0.4408
C -1.7721 0.5091 0.2258
C -1.8773 1.7342 -0.4027
I -1.1852 3.4289 0.5682
C -2.4308 1.8607 -1.6958
C -2.8761 0.7156 -2.3646
C -2.7584 -0.5339 -1.7447
C -3.2023 -1.7632 -2.4143
O -4.1104 -1.7844 -3.1867
H 3.2008 -3.5343 -2.2190
H 4.4875 -3.8377 -1.0447
H 2.8368 -3.5269 -0.4975
H 1.4026 -4.9536 -2.1665
H 1.9835 -6.5979 -2.3942
H 1.5770 -7.1760 -0.1256
H 1.2432 -5.5054 0.3330
H -0.3963 -7.2299 -1.5554
H -0.8090 -6.8575 0.1180
H -1.4000 -5.9489 -3.2405
H -2.6652 -3.9375 -3.9444
H -0.8809 -4.2739 0.6719
H -1.3642 0.4418 1.2187
H -2.5123 2.8172 -2.1795
H -3.3109 0.7872 -3.3449
C -1.6169 6.6536 3.1730
O -0.3359 6.1340 3.4725
C 0.3156 6.8189 4.5307
C 0.2181 6.0634 5.8360
O -1.1185 5.9723 6.2993
C -1.7325 4.7242 6.0334
H -2.1158 5.9398 2.5210
H -2.2208 6.7890 4.0727
H -1.5296 7.6105 2.6473
H -0.1020 7.8232 4.6487
H 1.3709 6.9207 4.2588
H 0.7972 6.5961 6.5968
H 0.6505 5.0649 5.7190
H -1.3263 3.9425 6.6844
H -1.6033 4.4252 4.9906
H -2.7953 4.8349 6.2414
C 2.4773 2.6848 -0.9308
O 2.4104 2.4352 -2.3268
C 3.4097 1.5502 -2.8142
C 2.8524 0.1571 -3.0448
O 2.4224 -0.4559 -1.8345
C 1.0207 -0.4331 -1.6326
H 1.5195 3.1251 -0.6543
H 2.6147 1.7618 -0.3627
H 3.2900 3.3802 -0.6930
H 4.2531 1.5046 -2.1183
H 3.7793 1.9475 -3.7655
H 3.6351 -0.4753 -3.4778
H 2.0242 0.2027 -3.7588
H 0.5157 -1.1470 -2.2962
H 0.6031 0.5638 -1.7943
H 0.8382 -0.7292 -0.5999
*
```

Kohn-Sham gap ... 8.2 eV
SMILES ... COCCCc1ccc2c(c1)C(=O)c1cc(I)ccc1C2=O.COCCOC.COCCOC

=====

Entry 4:
Entry from OMol25: an isolated molecule of C26H35N3O5S at a distorted geometry (the ωB97M-V functional and the def2-TZVPD basis).

The geometry in ORCA input format:
```
! wB97M-V def2-TZVPD RIJCOSX def2/J DEFGRID3
* xyz 0 1
C -1.1762 -4.2044 3.9194
O -0.5997 -3.3910 2.9258
C 0.7494 -3.2204 2.9257
C 1.6234 -3.8003 3.8419
C 2.9844 -3.5593 3.7363
C 3.4857 -2.7543 2.7363
C 2.6215 -2.1601 1.8079
C 3.1857 -1.3244 0.7695
C 2.4974 -0.6507 -0.1680
C 3.1189 0.1546 -1.1731
O 4.4547 0.2600 -1.2775
N 4.7690 1.0816 -2.3140
C 3.6540 1.4912 -2.8565
C 3.5862 2.4093 -4.0127
C 2.5482 0.9303 -2.1646
S 0.8530 1.2066 -2.5437
O 0.0487 0.3986 -1.6554
O 0.6450 1.0228 -3.9470
N 0.7358 2.8552 -2.2465
C 0.9499 3.2467 -0.8685
C -0.1852 2.7998 0.0511
C -1.5663 3.1779 -0.5091
C -2.6450 2.3796 0.2346
O -3.5184 2.9145 0.8875
N -2.5225 1.0483 0.0930
C -3.4152 0.0914 0.7182
C -2.6495 -0.7552 1.7434
C -3.5258 -1.1654 2.9250
C -4.5396 -2.2602 2.6041
C -5.4650 -1.9468 1.4285
C -4.7500 -2.0315 0.0781
C -4.0986 -0.7263 -0.3847
C -1.7061 2.9349 -2.0206
C -0.4828 3.4296 -2.7880
C 1.2545 -2.4026 1.9184
H -2.2474 -4.1923 3.7262
H -0.9878 -3.8089 4.9226
H -0.8101 -5.2343 3.8590
H 1.2609 -4.4370 4.6330
H 3.6556 -4.0138 4.4498
H 4.5482 -2.5776 2.6643
H 4.2657 -1.2454 0.7660
H 1.4210 -0.6736 -0.2349
H 3.2397 3.3872 -3.6815
H 2.8635 2.0259 -4.7298
H 4.5665 2.5066 -4.4691
H 1.8958 2.8083 -0.5404
H 1.0527 4.3364 -0.8575
H -0.1125 1.7203 0.1743
H -0.0600 3.2585 1.0337
H -1.7490 4.2390 -0.3097
H -1.7761 0.6675 -0.4740
H -4.1555 0.6997 1.2482
H -1.8267 -0.1477 2.1290
H -2.2160 -1.6376 1.2722
H -4.0515 -0.2820 3.2946
H -2.8794 -1.5232 3.7297
H -4.0070 -3.1893 2.3840
H -5.1473 -2.4344 3.4962
H -5.9144 -0.9617 1.5559
H -6.2757 -2.6797 1.4385
H -5.4655 -2.3320 -0.6907
H -3.9965 -2.8194 0.1342
H -3.3530 -0.9652 -1.1484
H -4.8519 -0.0892 -0.8533
H -1.8163 1.8698 -2.2269
H -2.6023 3.4423 -2.3819
H -0.5371 3.1254 -3.8341
H -0.3906 4.5183 -2.7335
H 0.5529 -1.9706 1.2241
*
```

Kohn-Sham gap ... 8.0 eV
Relative energy (zero: lowest compared OMol25 entry of this formula, charge and spin) ... 73.33 kcal per mole
SMILES ... COc1cccc(/C=C/c2onc(C)c2S(=O)(=O)N2CCC(C(=O)NC3CCCCCC3)CC2)c1

=====

It is found that the HOMO values, taken in the order of the records, are -11.0898 -11.1629 -9.1315 -8.6078 eV.
It is found that the calculated total energy values, taken in the order of the records, are -42884.1784 -105270.0720 -49960.2156 -53072.1169 eV.